No. 1
Here is a cluster of 8 separate species, C48H40N8O16 in total at a distorted geometry from the Open Molecules 2025 dataset. Energies are from the ωB97M-V functional and the def2-TZVPD basis.

```
112
Properties=species:S:1:pos:R:3:forces:R:3:mulliken_charge:R:1
O 6.566 -8.166 5.134 -1.799 1.910 -1.888 -0.56
N 5.813 -7.825 4.167 2.000 -4.786 1.738 0.96
O 5.854 -8.459 3.110 -0.015 1.450 0.464 -0.54
C 4.717 -6.958 4.387 -1.412 3.291 0.904 -0.11
C 4.069 -6.446 3.272 -1.309 0.336 -0.296 0.02
C 3.088 -5.414 3.352 1.417 0.030 0.786 -0.78
C 2.824 -4.805 4.577 1.471 -0.648 0.780 -0.21
C 3.492 -5.275 5.756 -0.990 -1.398 -2.523 -0.60
C 4.382 -6.368 5.647 -0.322 0.858 0.412 -0.32
H 4.248 -6.881 2.300 0.345 0.060 -0.010 0.48
H 2.747 -4.951 2.437 -0.344 -0.307 -0.098 0.45
H 2.231 -3.910 4.699 -0.369 -0.094 -0.361 0.40
H 3.065 -4.905 6.676 0.763 -0.034 0.400 0.41
H 4.758 -6.659 6.617 0.599 -0.623 -0.341 0.40
O -10.542 2.071 -7.900 1.148 0.108 -0.280 -0.56
N -9.463 1.622 -8.267 -0.028 -1.004 0.432 0.90
O -9.354 0.690 -9.069 0.379 1.471 0.840 -0.54
C -8.198 2.122 -7.556 1.491 -1.279 -0.866 0.06
C -6.903 1.587 -7.906 -3.265 -0.595 -1.155 -0.36
C -5.839 1.854 -7.142 1.392 0.916 0.307 -0.40
C -5.922 2.719 -6.077 -0.670 0.416 -0.033 -0.31
C -7.162 3.309 -5.756 2.256 -0.568 0.612 -0.60
C -8.290 2.959 -6.464 -1.086 -0.382 -0.145 -0.15
H -6.720 0.890 -8.711 -0.699 0.100 -0.331 0.38
H -4.853 1.532 -7.443 -0.025 -0.454 0.023 0.35
H -4.948 2.839 -5.625 -0.355 0.753 0.843 0.41
H -7.175 3.945 -4.883 -0.439 0.130 -0.027 0.43
H -9.272 3.210 -6.091 -0.074 0.394 -0.209 0.41
O 1.278 -0.723 0.926 -1.608 1.135 0.180 -0.59
N 0.665 0.189 1.521 1.490 -1.334 -1.156 0.98
O 1.049 0.613 2.572 0.015 0.674 1.313 -0.58
C -0.484 0.842 0.919 -2.646 0.732 -0.847 0.11
C -1.143 0.248 -0.188 0.941 -0.144 0.344 -0.20
C -2.173 0.877 -0.881 -0.394 1.150 2.658 -0.63
C -2.672 2.061 -0.267 0.937 1.019 -0.944 -0.48
C -2.113 2.672 0.886 -0.555 -2.097 -1.157 -0.53
C -1.065 2.023 1.489 1.683 -0.566 -0.083 -0.22
H -0.838 -0.733 -0.520 0.397 0.004 0.003 0.43
H -2.687 0.367 -1.683 0.133 0.282 -0.202 0.45
H -3.314 2.729 -0.823 -0.795 -0.434 -0.061 0.43
H -2.541 3.546 1.354 0.016 0.135 -0.316 0.44
H -0.636 2.557 2.324 0.391 -0.550 0.258 0.38
O 1.771 -8.467 -2.974 0.570 0.353 -0.497 -0.57
N 1.075 -7.569 -3.385 -2.277 0.117 -1.069 0.94
O 0.994 -7.139 -4.558 0.718 -0.782 2.447 -0.56
C 0.034 -7.070 -2.407 -1.406 2.573 -1.834 0.06
C -0.889 -6.065 -2.844 0.454 0.551 -0.504 -0.19
C -1.791 -5.487 -1.984 -0.230 -1.532 3.058 -0.59
C -1.855 -6.031 -0.656 0.253 -0.102 -0.990 -0.33
C -0.918 -6.947 -0.230 -0.417 0.261 0.478 -0.53
C -0.003 -7.469 -1.112 1.523 -1.187 -0.732 -0.22
H -0.957 -5.629 -3.830 0.784 -0.497 -0.361 0.38
H -2.465 -4.655 -2.125 0.036 -0.127 -0.991 0.39
H -2.678 -5.884 0.028 -0.001 0.880 -0.001 0.37
H -0.899 -7.195 0.821 -0.088 -0.488 -0.037 0.38
H 0.714 -8.263 -0.963 0.087 -0.014 1.043 0.46
O 9.149 -5.398 3.353 0.079 -0.084 -1.072 -0.58
N 9.130 -5.647 2.140 0.367 -0.541 2.059 0.96
O 9.636 -6.646 1.669 -0.156 0.562 -0.641 -0.56
C 8.398 -4.706 1.321 -1.904 0.730 0.653 0.12
C 7.465 -3.878 1.977 1.160 -1.290 1.204 0.01
C 6.715 -2.995 1.279 -1.268 1.132 -0.577 -0.64
C 6.825 -2.904 -0.059 1.273 -1.487 -2.615 -0.35
C 7.753 -3.779 -0.749 -1.726 3.358 0.057 -0.53
C 8.493 -4.654 -0.056 2.030 -0.586 0.457 -0.37
H 7.303 -3.889 3.044 0.445 -0.437 0.081 0.48
H 5.983 -2.293 1.651 0.092 -0.257 1.045 0.40
H 6.192 -2.183 -0.555 0.249 0.003 -0.453 0.38
H 8.113 -3.508 -1.730 -0.625 -0.316 -0.422 0.31
H 9.346 -5.045 -0.590 -0.070 -0.810 0.243 0.35
O 4.876 1.110 13.302 -0.196 0.204 -1.157 -0.55
N 5.513 0.485 12.455 -1.753 0.448 1.643 0.90
O 6.519 -0.105 12.781 0.225 -0.402 -1.695 -0.56
C 4.895 0.429 11.061 0.075 0.650 0.051 -0.03
C 5.410 -0.460 10.163 0.724 -0.460 0.840 -0.14
C 5.086 -0.325 8.837 0.541 -1.367 -1.159 -0.62
C 4.154 0.571 8.416 -1.998 0.876 -1.283 -0.28
C 3.444 1.304 9.313 0.498 0.438 1.240 -0.46
C 3.885 1.277 10.599 -0.096 1.147 2.608 -0.14
H 6.037 -1.235 10.578 0.443 -0.031 -0.454 0.43
H 5.524 -0.991 8.108 0.183 -0.071 0.015 0.38
H 3.712 0.809 7.460 1.078 -1.024 -1.017 0.35
H 2.656 2.010 9.099 0.005 -0.156 -0.473 0.37
H 3.409 2.040 11.198 0.274 -0.258 0.835 0.35
O 2.091 1.916 -7.317 0.489 -0.269 -0.610 -0.58
N 1.130 2.547 -7.676 -1.542 0.270 -0.528 0.99
O 0.724 2.727 -8.836 0.992 -0.443 1.608 -0.58
C 0.337 3.146 -6.586 -2.012 2.436 -0.256 0.14
C 0.674 2.974 -5.240 -0.746 0.289 0.035 -0.37
C -0.079 3.637 -4.260 -0.529 0.977 -0.843 -0.39
C -1.108 4.588 -4.592 2.588 -0.809 0.068 -0.39
C -1.348 4.893 -5.926 -0.037 -3.274 -0.582 -0.69
C -0.734 4.047 -6.944 0.126 0.332 2.121 -0.22
H 1.471 2.305 -4.951 0.076 0.045 -0.093 0.43
H 0.184 3.505 -3.221 -0.059 -0.158 0.064 0.43
H -1.542 5.151 -3.779 -0.351 -0.072 -0.039 0.44
H -2.291 5.389 -6.105 0.312 0.627 -0.638 0.36
H -1.204 4.070 -7.916 0.662 0.038 -0.283 0.42
O -5.200 7.633 0.361 0.095 1.725 0.309 -0.61
N -6.112 7.545 -0.436 -0.087 0.571 0.864 0.96
O -6.377 6.494 -0.913 -1.285 -2.043 -1.808 -0.59
C -6.980 8.702 -0.818 -1.480 0.706 -1.870 0.23
C -6.616 9.967 -0.443 0.831 -0.806 0.082 -0.39
C -7.228 11.055 -1.044 1.257 1.166 1.662 -0.36
C -8.280 10.958 -1.879 0.202 0.162 -0.739 -0.36
C -8.761 9.712 -2.214 -0.027 0.268 0.315 -0.42
C -8.074 8.596 -1.771 1.416 -1.045 0.546 -0.31
H -5.719 10.001 0.158 -0.073 0.586 0.313 0.43
H -6.862 12.041 -0.798 0.224 0.078 -0.021 0.33
H -8.543 11.830 -2.460 -0.668 0.147 0.337 0.36
H -9.656 9.797 -2.812 0.109 -1.192 -0.493 0.36
H -8.188 7.662 -2.303 -0.498 -0.343 0.490 0.39
```
Forces are in eV/Å.

As for the HOMO energy: -9.929 eV. The electronic energy is -3494.03216 Eh. As for the SMILES: O=[N+]([O-])c1ccccc1.O=[N+]([O-])c1ccccc1.O=[N+]([O-])c1ccccc1.O=[N+]([O-])c1ccccc1.O=[N+]([O-])c1ccccc1.O=[N+]([O-])c1ccccc1.O=[N+]([O-])c1ccccc1.O=[N+]([O-])c1ccccc1. As for the orbital gap: 8.71 eV.


No. 2
Here is a cluster of 2 separate species, C3H8N2O2 in total at a distorted geometry from the Open Molecules 2025 dataset. Energies are from the ωB97M-V functional and the def2-TZVPD basis.

```
15
Properties=species:S:1:pos:R:3:forces:R:3:mulliken_charge:R:1
C 2.161 -0.407 0.975 -0.030 0.009 0.105 -0.77
C 1.368 0.280 0.168 0.143 -0.115 -0.163 0.00
N 0.020 0.539 0.415 0.093 -0.016 0.364 0.32
N -0.531 -0.003 1.591 -0.093 0.067 0.188 -0.78
C -0.751 1.169 -0.497 -0.427 -0.190 -0.592 0.16
O -0.387 1.496 -1.615 -0.016 0.156 0.429 -0.60
H 1.814 -0.792 1.917 -0.079 -0.054 0.142 0.32
H 3.189 -0.577 0.713 0.146 0.033 -0.135 0.24
H 1.684 0.671 -0.787 0.043 0.051 -0.012 0.33
H -1.388 0.493 1.817 0.191 -0.034 -0.060 0.26
H -0.757 -0.984 1.427 -0.080 0.150 -0.173 0.25
H -1.790 1.304 -0.145 0.164 0.079 -0.018 0.24
O -1.455 -1.197 -1.644 0.740 0.967 -0.498 -0.63
H -2.164 -1.542 -2.192 0.088 0.133 -0.170 0.30
H -1.012 -0.451 -2.144 -0.883 -1.237 0.592 0.36
```
Forces are in eV/Å.

As for the HOMO energy: -8.739 eV. The electronic energy is -379.05371 Eh. As for the SMILES: C=CN(N)C=O.O. As for the orbital gap: 9.51 eV.


No. 3
Here is a cluster of 2 separate species, C8H6N2O2 in total at a distorted geometry from the Open Molecules 2025 dataset. Energies are from the ωB97M-V functional and the def2-TZVPD basis.

```
18
Properties=species:S:1:pos:R:3:forces:R:3:mulliken_charge:R:1
C -1.999 0.918 -0.117 -2.280 1.376 -0.887 0.02
C -0.896 1.740 0.005 2.667 -0.840 -0.011 -0.89
C -1.914 -0.412 -0.179 -0.677 -1.022 0.621 -0.91
C -0.108 -2.290 0.128 0.376 -0.714 -0.343 -0.50
C -0.644 -1.013 0.034 -0.243 -0.559 -0.438 0.60
C 0.365 1.229 0.038 -0.643 -0.291 0.782 0.71
C 1.539 -0.892 0.244 4.217 -0.411 -1.515 0.02
C 3.807 -0.301 -0.356 -0.946 4.939 3.394 0.13
N 1.299 -2.156 0.138 -1.340 -0.940 0.859 -0.54
N 0.453 -0.149 0.064 -0.979 0.980 0.147 0.13
O 1.550 1.849 0.178 -0.675 -0.084 -0.416 -0.39
O 4.379 0.699 0.056 -2.381 -4.569 -1.892 -0.37
H -2.926 1.547 -0.291 0.750 -1.529 0.335 0.27
H -1.067 2.742 -0.022 -0.025 2.740 0.040 0.50
H -2.811 -1.001 -0.290 0.115 -0.270 -0.021 0.38
H -0.665 -3.298 0.160 1.223 1.934 -0.155 0.31
H 4.054 -1.077 -1.029 0.502 -1.126 -0.725 0.35
H 2.198 1.128 0.091 0.338 0.386 0.226 0.19
```
Forces are in eV/Å.

As for the HOMO energy: -7.627 eV. The electronic energy is -568.28211 Eh. As for the orbital gap: 7.06 eV.


No. 4
Here is a cluster of 5 separate species, C34H72Cl2N9O8 in total from the Open Molecules 2025 dataset. Energies are from the ωB97M-V functional and the def2-TZVPD basis.

```
125
Properties=species:S:1:pos:R:3:forces:R:3:mulliken_charge:R:1
C 0.130 -2.087 -4.708 0.191 0.186 0.071 -1.48
C 0.785 -3.077 -3.750 -0.256 -0.147 -0.360 0.77
Cl 1.571 -2.238 -2.405 0.026 0.066 0.187 -0.13
C 1.794 -3.987 -4.454 0.002 0.023 0.242 -0.40
Cl 2.202 -5.374 -3.426 -0.014 -0.101 0.005 -0.12
N 3.017 -3.306 -4.803 -0.062 0.012 0.028 0.15
C 3.394 -2.938 -6.016 -0.241 -0.168 -0.146 0.50
N 4.550 -2.328 -6.312 0.246 0.124 0.087 -0.58
C 4.535 -2.160 -7.619 0.028 0.027 0.139 -0.16
N 3.427 -2.631 -8.178 -0.170 -0.011 0.005 0.02
C 2.958 -2.668 -9.524 -0.124 -0.009 -0.449 0.52
C 2.891 -1.507 -10.271 0.054 -0.039 0.045 -0.43
C 2.434 -1.611 -11.581 0.049 0.113 0.007 -0.40
N 2.035 -2.745 -12.146 0.076 0.000 0.305 -0.52
C 2.093 -3.842 -11.396 -0.002 -0.114 0.024 -0.42
C 2.557 -3.869 -10.086 -0.015 0.062 0.048 -0.20
N 2.676 -3.131 -7.144 0.122 -0.068 -0.062 -0.01
H -0.865 -1.832 -4.357 -0.060 0.032 0.035 0.38
H 0.036 -2.503 -5.711 -0.123 -0.103 -0.039 0.31
H 0.699 -1.161 -4.772 0.108 0.007 -0.051 0.36
H 0.018 -3.727 -3.335 0.036 -0.046 0.155 -0.01
H 1.324 -4.404 -5.341 0.009 0.033 -0.122 0.33
H 3.637 -3.088 -4.033 0.096 0.142 -0.046 0.10
H 5.317 -1.705 -8.204 0.056 0.015 -0.032 0.47
H 3.173 -0.549 -9.861 0.021 0.053 0.035 0.43
H 2.385 -0.719 -12.189 -0.034 0.039 -0.096 0.37
H 1.767 -4.764 -11.855 -0.028 -0.045 -0.098 0.36
H 2.614 -4.803 -9.546 0.018 -0.056 0.032 0.47
H 1.772 -3.531 -7.330 -0.073 0.004 0.065 0.31
C -4.979 -1.993 1.548 -0.090 0.020 -0.018 -0.52
O -4.928 -2.154 0.144 0.083 -0.053 0.106 -0.40
C -3.895 -1.424 -0.498 0.005 -0.033 -0.233 -0.85
C -2.801 -2.343 -1.006 0.008 -0.125 0.111 0.27
N -2.029 -2.922 0.083 -0.119 -0.142 -0.055 -0.33
C -1.136 -4.010 -0.294 -0.032 0.122 0.114 -0.18
C -1.717 -5.259 -0.951 0.128 -0.072 -0.102 -0.43
O -2.484 -6.078 -0.100 -0.051 0.015 0.026 -0.46
C -3.822 -5.663 0.107 0.000 -0.103 0.070 -0.56
H -5.936 -2.386 1.886 0.000 -0.017 -0.021 0.26
H -4.182 -2.543 2.062 0.028 0.049 0.014 0.29
H -4.913 -0.938 1.826 0.021 0.008 0.011 0.15
H -3.494 -0.655 0.162 0.055 -0.002 0.055 0.31
H -4.347 -0.919 -1.356 -0.005 0.053 0.019 0.29
H -2.124 -1.761 -1.644 0.018 -0.003 -0.009 0.17
H -3.283 -3.106 -1.635 -0.009 0.050 -0.069 0.20
H -2.657 -3.247 0.806 -0.027 0.040 0.003 0.14
H -0.613 -4.329 0.610 0.060 -0.004 -0.034 0.40
H -0.378 -3.597 -0.969 0.045 -0.018 -0.010 -0.17
H -0.868 -5.878 -1.261 -0.005 -0.006 0.002 0.34
H -2.284 -5.024 -1.862 -0.064 0.065 0.044 0.32
H -4.251 -5.211 -0.791 0.011 0.050 -0.002 0.27
H -3.906 -4.959 0.939 -0.034 0.066 -0.056 0.19
H -4.402 -6.549 0.362 0.029 -0.016 -0.014 0.30
C 8.051 -7.484 1.666 0.062 0.041 0.015 -0.68
O 8.582 -6.618 0.682 -0.115 -0.018 0.050 -0.34
C 8.401 -7.044 -0.659 0.129 0.011 -0.105 -0.81
C 7.389 -6.185 -1.386 -0.116 0.023 0.074 -0.17
N 6.038 -6.402 -0.885 0.072 0.170 0.112 -0.25
C 5.041 -5.442 -1.339 0.012 -0.219 0.076 -0.65
C 5.244 -3.958 -1.048 -0.066 0.109 -0.171 -0.13
O 5.101 -3.588 0.302 0.005 -0.029 0.051 -0.44
C 6.234 -3.810 1.123 -0.067 0.054 0.087 -0.57
H 8.464 -7.177 2.624 0.006 0.024 -0.008 0.24
H 6.958 -7.426 1.728 -0.007 -0.058 -0.027 0.28
H 8.337 -8.522 1.478 -0.017 -0.020 0.001 0.34
H 8.118 -8.100 -0.697 -0.072 0.007 0.015 0.42
H 9.365 -6.936 -1.163 0.012 -0.028 0.010 0.40
H 7.415 -6.440 -2.451 -0.009 0.018 -0.018 0.33
H 7.717 -5.142 -1.285 0.056 -0.001 -0.052 0.16
H 6.054 -6.404 0.126 0.019 -0.019 0.008 0.13
H 4.089 -5.734 -0.888 -0.035 0.022 -0.051 0.29
H 4.928 -5.561 -2.423 0.049 0.023 -0.037 0.33
H 4.446 -3.421 -1.576 -0.002 0.002 0.010 0.01
H 6.195 -3.582 -1.449 0.054 -0.073 0.052 0.34
H 7.167 -3.640 0.579 0.012 -0.040 -0.026 0.29
H 6.240 -4.819 1.544 0.080 -0.022 -0.045 0.17
H 6.180 -3.105 1.950 -0.023 0.017 -0.022 0.30
C -4.698 4.681 4.094 -0.084 0.027 -0.067 -0.11
O -5.030 5.267 2.845 0.028 -0.119 0.065 -0.36
C -3.957 5.910 2.178 -0.039 0.161 -0.071 -0.33
C -3.502 5.129 0.963 0.023 -0.131 0.035 -0.19
N -2.839 3.889 1.343 -0.171 -0.065 -0.037 -0.26
C -2.601 2.948 0.254 0.109 0.036 0.151 -0.86
C -3.790 2.431 -0.551 0.067 -0.041 -0.172 -0.49
O -4.645 1.550 0.148 -0.050 0.073 0.120 -0.31
C -5.587 2.166 1.010 -0.043 -0.150 -0.001 -0.70
H -5.635 4.457 4.602 -0.019 -0.003 -0.033 0.29
H -4.143 3.743 3.973 0.050 0.026 0.040 0.22
H -4.115 5.361 4.719 0.009 -0.051 -0.014 -0.13
H -3.122 6.084 2.863 0.032 -0.063 0.006 -0.10
H -4.323 6.883 1.840 0.008 0.012 0.025 0.40
H -2.800 5.743 0.391 0.001 -0.005 -0.026 0.36
H -4.388 4.963 0.335 -0.002 0.069 -0.034 0.18
H -3.379 3.428 2.063 -0.004 0.028 0.022 0.07
H -2.097 2.079 0.686 0.031 -0.004 -0.039 0.43
H -1.894 3.408 -0.445 -0.030 0.015 -0.041 0.41
H -3.381 1.842 -1.379 -0.020 -0.007 0.005 0.32
H -4.372 3.242 -1.006 -0.015 0.048 0.088 0.39
H -5.946 3.116 0.607 0.032 0.039 0.015 0.36
H -5.179 2.329 2.010 -0.007 0.101 -0.009 0.18
H -6.434 1.486 1.104 0.009 -0.008 -0.037 0.34
C -2.721 9.753 10.172 -0.071 0.026 -0.019 -0.69
O -3.065 10.278 8.906 0.048 -0.100 0.049 -0.34
C -1.983 10.831 8.169 -0.014 0.145 -0.087 -0.80
C -1.610 9.966 6.984 0.009 -0.145 0.043 -0.17
N -0.994 8.714 7.402 -0.180 -0.046 -0.014 -0.28
C -0.833 7.715 6.351 0.122 0.047 0.152 -1.18
C -2.066 7.220 5.604 0.057 -0.052 -0.167 -0.12
O -2.940 6.407 6.364 0.036 0.102 0.100 -0.46
C -3.821 7.102 7.229 -0.051 -0.156 0.013 -0.65
H -3.648 9.593 10.719 -0.014 -0.001 -0.020 0.24
H -2.196 8.793 10.098 0.057 0.027 0.019 0.29
H -2.097 10.451 10.737 0.023 -0.008 0.014 0.34
H -1.118 10.999 8.818 0.025 -0.068 0.003 0.41
H -2.315 11.802 7.792 0.002 0.014 0.027 0.39
H -0.899 10.517 6.360 0.000 -0.007 -0.031 0.35
H -2.522 9.814 6.392 -0.001 0.074 -0.036 0.15
H -1.532 8.312 8.158 -0.011 0.023 0.011 0.12
H -0.356 6.844 6.806 0.030 -0.008 -0.037 0.41
H -0.128 8.111 5.613 -0.029 0.012 -0.043 0.44
H -1.707 6.579 4.793 -0.011 -0.013 0.007 0.28
H -2.626 8.038 5.131 -0.013 0.049 0.093 0.39
H -4.150 8.051 6.798 0.036 0.039 0.014 0.32
H -3.371 7.284 8.208 -0.003 0.098 -0.009 0.19
H -4.695 6.467 7.383 0.006 -0.007 -0.039 0.33
```
Forces are in eV/Å.

As for the HOMO energy: -9.614 eV. The electronic energy is -3353.35110 Eh. Its charge is +1. As for the orbital gap: 6.13 eV.